No. 1
Formula: C28H36CeCl2N6O6PS
Source: the Open Molecules 2025 dataset
Level of theory: ωB97M-V/def2-TZVPD

Values from the calculation:
total energy	-4003.54536	Eh
highest occupied orbital energy (spin up / spin down)	-7.80 / -7.80	eV
total charge	0
multiplicity	2
<S²>	0.7508

```
81
Properties=species:S:1:pos:R:3:mulliken_charge:R:1
Ce -1.30 1.15 -1.12 0.664
Cl -2.70 1.35 -3.46 -0.144
C -4.16 2.28 -3.18 0.991
C -4.92 2.56 -4.30 -0.799
C -6.10 3.28 -4.18 -0.411
C -6.49 3.72 -2.92 -0.655
C -5.72 3.44 -1.82 0.092
Cl -6.23 4.02 -0.29 -0.210
C -4.53 2.69 -1.89 -0.001
S -3.67 2.36 -0.41 -0.343
H -4.58 2.21 -5.27 0.417
H -6.69 3.50 -5.05 0.369
H -7.40 4.29 -2.80 0.414
N -1.47 -1.02 -0.70 -0.706
P -0.63 -1.57 0.46 -0.309
N -1.51 -2.05 1.81 0.724
C -0.91 -2.71 2.94 -0.760
C -1.62 -2.28 4.22 -0.668
C -3.11 -2.60 4.11 -0.807
C -3.70 -1.93 2.87 -0.683
C -2.91 -2.36 1.63 -0.925
N 0.55 -0.56 1.30 0.369
C -0.09 0.51 2.05 -0.490
C 0.75 1.79 2.09 -0.613
C 2.23 1.45 2.27 -0.973
C 2.72 0.51 1.15 -0.549
C 1.54 -0.07 0.37 -0.443
N 0.39 -2.83 0.00 0.902
C 0.02 -3.50 -1.24 -0.696
C 0.53 -4.93 -1.24 -0.962
C 2.07 -4.94 -1.17 -0.612
C 2.59 -3.80 -0.28 -0.763
C 1.52 -3.38 0.72 -0.633
H 0.15 -2.43 2.97 0.371
H -0.98 -3.80 2.84 0.410
H -1.50 -1.21 4.37 0.221
H -1.18 -2.80 5.08 0.368
H -3.64 -2.26 5.00 0.399
H -3.24 -3.69 4.03 0.296
H -3.64 -0.85 2.97 0.245
H -4.75 -2.21 2.75 0.381
H -3.24 -1.81 0.74 0.407
H -3.06 -3.43 1.45 0.319
H -0.24 0.15 3.07 0.217
H -1.11 0.77 1.61 0.383
H 0.42 2.42 2.92 0.506
H 0.60 2.38 1.17 0.047
H 2.37 0.98 3.24 0.298
H 2.82 2.37 2.27 0.553
H 3.30 -0.31 1.58 0.478
H 3.38 1.05 0.46 -0.146
H 1.87 -0.90 -0.26 0.182
H 1.11 0.71 -0.31 -0.162
H 0.44 -2.96 -2.10 0.259
H -1.07 -3.46 -1.33 0.498
H 0.20 -5.44 -2.13 0.412
H 0.11 -5.45 -0.37 0.282
H 2.48 -4.84 -2.17 0.367
H 2.40 -5.90 -0.77 0.253
H 2.85 -2.94 -0.90 0.142
H 3.49 -4.11 0.25 0.487
H 1.90 -2.61 1.40 0.441
H 1.23 -4.25 1.32 0.471
O -0.12 3.01 -1.08 -0.795
C 0.68 2.46 -1.87 0.902
O 0.36 1.48 -2.58 -0.680
C 2.12 2.88 -1.82 0.404
C 2.48 4.08 -1.21 -0.219
C 3.83 4.36 -1.02 -0.413
C 4.82 3.46 -1.39 -0.404
C 4.43 2.27 -1.99 -0.342
C 3.09 1.98 -2.22 -0.250
N 5.43 1.27 -2.31 1.088
O 5.02 0.16 -2.60 -0.602
O 6.59 1.59 -2.25 -0.618
N 4.22 5.61 -0.39 1.067
O 3.33 6.39 -0.11 -0.605
O 5.39 5.78 -0.17 -0.616
H 1.73 4.77 -0.88 0.715
H 5.86 3.68 -1.21 0.623
H 2.81 1.04 -2.68 0.570
```

No. 2
Formula: C5H14NO
Source: the Open Molecules 2025 dataset
Level of theory: ωB97M-V/def2-TZVPD

Values from the calculation:
total energy	-328.55183	Eh
highest occupied orbital energy	-12.88	eV
total charge	+1

```
21
Properties=species:S:1:pos:R:3:nbo_charge:R:1
C -1.53 0.28 0.08 -0.237
C -0.48 1.25 -0.58 -0.469
C 0.83 1.27 0.04 -0.261
C 1.05 1.12 1.34 -0.147
C 2.46 0.99 1.95 -0.643
N -1.24 -1.18 -0.09 -0.736
H -2.77 0.33 -0.33 0.244
H -1.67 0.58 1.29 0.249
H -0.98 2.16 -0.76 0.258
H -0.40 1.02 -1.61 0.228
H 1.68 1.43 -0.51 0.223
H 0.48 0.87 2.28 0.210
H 3.29 1.50 1.48 0.234
H 2.57 -0.04 1.85 0.217
H 2.29 1.03 3.03 0.222
H -0.45 -1.40 0.48 0.428
H -0.98 -1.35 -1.15 0.493
H -1.99 -1.91 0.30 0.458
H -1.42 -3.07 -3.19 0.510
H 0.10 -2.63 -3.04 0.502
O -0.85 -2.25 -2.86 -0.983
```

Q: total energy of number 2 (C5H14NO)?
A: -328.55183 Eh

Q: What is the total charge in the first record?
A: 0

Q: Which of these has the lowest total energy?
A: C28H36CeCl2N6O6PS

Q: Which of these has the lowest total charge?
A: C28H36CeCl2N6O6PS